No. 1
The following is a quantum chemistry calculation of a molecular structure, C40H49BCaN8S3Se, from OMol25.

```
! RIJCOSX wB97M-V def2-TZVPD def2/J DEFGRID3
* xyz 0 1
Ca -1.20 -1.16 0.22
C -0.88 1.50 5.20
C -0.91 2.31 3.94
C -1.35 3.59 3.92
C -1.37 4.32 2.70
N -0.94 3.79 1.60
N -0.50 2.52 1.62
B 0.00 2.16 0.23
N 1.01 3.24 -0.37
N 0.88 4.48 -0.80
C 1.89 4.95 -1.49
C 3.03 4.15 -1.79
C 3.13 2.85 -1.37
C 4.24 1.91 -1.67
C 2.02 2.43 -0.61
S 1.55 0.95 0.16
C 1.80 6.42 -1.89
C 0.35 6.81 -2.19
C 2.66 6.72 -3.12
C 2.31 7.25 -0.70
N -1.10 1.96 -0.86
N -0.57 2.13 -2.10
C -1.35 2.27 -3.12
C -2.76 2.36 -2.95
C -3.31 2.10 -1.74
C -4.78 2.05 -1.54
C -2.43 1.76 -0.65
S -3.03 1.09 0.77
C -0.67 2.40 -4.48
C -0.14 3.83 -4.62
C -1.66 2.10 -5.62
C 0.49 1.40 -4.57
C -0.51 1.70 2.70
S -0.13 0.06 2.62
C -1.90 5.74 2.64
C -1.79 6.30 1.22
C -1.09 6.63 3.59
C -3.38 5.73 3.07
H -1.16 2.12 6.05
H 0.11 1.08 5.36
H -1.57 0.66 5.12
H -1.69 4.06 4.83
H 3.83 4.57 -2.39
H 4.97 2.37 -2.34
H 3.85 1.00 -2.12
H 4.75 1.62 -0.74
H -0.03 6.26 -3.06
H 0.31 7.87 -2.42
H -0.30 6.60 -1.35
H 2.41 6.07 -3.96
H 3.73 6.63 -2.92
H 2.49 7.75 -3.44
H 1.68 7.07 0.18
H 2.28 8.31 -0.94
H 3.34 6.99 -0.44
H -3.40 2.57 -3.80
H -5.30 2.46 -2.40
H -5.08 2.60 -0.64
H -5.09 1.02 -1.39
H -0.95 4.56 -4.54
H 0.34 3.95 -5.59
H 0.59 4.03 -3.84
H -2.44 2.86 -5.70
H -2.13 1.13 -5.49
H -1.12 2.09 -6.56
H 1.20 1.57 -3.76
H 1.00 1.52 -5.52
H 0.13 0.38 -4.49
H -0.76 6.29 0.87
H -2.16 7.33 1.21
H -2.38 5.71 0.51
H -0.03 6.64 3.30
H -1.15 6.28 4.62
H -1.46 7.65 3.56
H -3.97 5.10 2.41
H -3.78 6.75 3.03
H -3.50 5.37 4.09
C 1.21 -3.36 3.74
C 2.26 -2.70 3.11
C 2.19 -2.34 1.78
C 1.05 -2.64 1.00
C 0.01 -3.34 1.65
C 0.09 -3.68 3.00
N 0.81 -2.17 -0.29
C 1.82 -2.09 -1.21
C 3.04 -2.79 -1.13
C 4.01 -2.66 -2.11
C 3.81 -1.86 -3.22
C 2.59 -1.19 -3.34
C 1.63 -1.29 -2.36
H 1.28 -3.63 4.78
H 3.14 -2.43 3.67
H 3.00 -1.79 1.33
H -0.84 -3.68 1.06
H -0.74 -4.21 3.46
H 3.22 -3.45 -0.30
H 4.93 -3.22 -2.01
H 4.57 -1.77 -4.00
H 2.40 -0.58 -4.22
H 0.68 -0.78 -2.47
Se -2.52 -1.27 -2.65
C -3.02 -2.27 -1.24
N -3.14 -2.79 -0.19
*
```

LUMO level = -0.71 eV
calculated total energy = -171168.7579 eV
ΔE to the lowest compared entry with this formula, charge and spin = 0.000 eV
gap between HOMO and LUMO = 5.6 eV

Atomic partial charges in e from the Löwdin method, atoms 1 to 4: Ca 0.986; C -0.068; C -0.242; C 0.060

No. 2
The following is a quantum chemistry calculation of a molecular structure, C40H49Br2LaN6O4Si2, from OMol25.

```
! RIJCOSX wB97M-V def2-TZVPD def2/J DEFGRID3
* xyz -2 1
La 15.75 10.50 14.39
Br 11.75 17.97 14.42
C 12.45 16.22 14.64
C 12.92 15.54 15.79
C 13.65 14.38 15.82
C 13.86 13.66 14.63
O 14.41 12.49 14.68
C 13.40 14.30 13.47
C 13.63 13.77 12.12
N 14.28 12.73 11.72
C 14.47 12.47 10.37
C 15.40 13.17 9.64
C 15.72 12.74 8.32
C 15.08 11.61 7.75
C 14.10 10.95 8.47
C 13.50 9.76 7.97
C 12.49 9.14 8.72
C 12.22 9.66 9.97
N 12.88 10.69 10.50
C 13.76 11.38 9.74
C 12.64 15.52 13.52
H 12.74 16.06 16.75
H 13.99 13.83 16.66
H 13.17 14.44 11.33
H 15.99 14.07 10.05
H 16.51 13.28 7.82
H 15.28 11.44 6.69
H 13.94 9.27 7.10
H 12.15 8.17 8.40
H 11.53 9.21 10.69
H 12.38 15.79 12.48
N 16.08 9.32 11.99
C 15.91 7.85 11.80
C 16.09 7.18 13.17
N 15.25 7.76 14.16
C 13.79 7.44 14.02
C 12.92 8.52 13.43
N 13.25 9.82 13.94
H 17.03 9.61 11.93
H 15.59 9.83 11.31
H 14.94 7.61 11.36
H 16.68 7.50 11.12
H 16.02 6.10 13.00
H 17.13 7.39 13.48
H 15.59 7.64 15.10
H 13.67 6.52 13.45
H 13.37 7.17 14.98
H 12.91 8.58 12.33
H 11.90 8.28 13.66
H 12.94 10.60 13.38
H 12.80 9.89 14.89
C 19.65 8.84 12.29
Si 18.93 9.29 14.06
C 19.80 7.81 14.92
C 20.05 10.78 14.45
C 21.20 10.66 15.17
C 21.88 11.79 15.52
C 21.50 13.02 15.07
C 20.46 13.08 14.17
C 19.72 11.99 13.86
Si 18.02 12.37 12.87
C 17.36 14.14 13.55
C 19.11 12.84 11.23
H 20.77 8.75 12.34
H 19.32 9.61 11.60
H 19.18 7.98 11.82
H 20.84 7.77 14.50
H 19.28 6.90 14.72
H 19.82 7.98 16.08
H 21.62 9.65 15.47
H 22.85 11.85 16.13
H 21.96 13.91 15.25
H 20.18 14.04 13.74
H 18.00 15.10 13.64
H 16.90 13.99 14.51
H 16.49 14.46 13.00
H 18.61 13.06 10.32
H 19.76 11.96 11.11
H 19.69 13.73 11.59
N 16.36 12.27 18.81
C 16.26 11.48 17.70
O 16.87 11.77 16.67
C 15.60 10.13 17.86
C 15.75 9.21 16.76
H 16.98 13.05 18.74
H 15.80 12.19 19.62
H 14.58 10.31 18.02
H 16.02 9.72 18.89
H 14.89 8.56 16.72
H 16.59 8.52 16.79
Br 8.75 15.49 15.86
C 9.74 13.97 16.24
C 9.91 13.62 17.57
C 10.56 12.44 17.89
C 11.03 11.60 16.91
C 10.87 12.00 15.53
C 10.26 13.17 15.23
C 11.66 10.23 17.35
O 11.93 10.12 18.55
O 11.72 9.36 16.40
H 9.52 14.31 18.31
H 10.57 12.06 18.92
H 11.10 11.20 14.73
H 10.03 13.52 14.32
*
```

LUMO level = 3.51 eV
calculated total energy = -216107.6100 eV
gap between HOMO and LUMO = 4.4 eV

Atomic partial charges in e from the Löwdin method, atoms 1 to 4: La 1.685; Br 0.663; C -0.720; C -0.104

no.,HOMO (eV)
1,-6.29
2,-0.84